3 unconnected molecules or ions with the total composition C3H8NO3 at a distorted geometry, computed with wB97M-V/def2-TZVPD.

Last column: Löwdin charge in e.
Positions of all 15 atoms, in Å:
C (-2.431, 0.709, -0.411)  0.066
C (-2.005, 0.200, 0.735)  -0.051
C (-0.073, 0.080, -0.166)  -0.310
N (0.096, -1.177, -0.400)  0.262
O (3.252, -0.192, 0.780)  -0.042
O (0.332, 1.158, -0.170)  0.233
O (2.682, 0.192, -0.479)  -0.123
H (-2.849, -0.015, -1.087)  0.103
H (-2.330, 1.709, -0.620)  0.079
H (-1.645, 0.930, 1.496)  0.121
H (-2.058, -0.934, 0.990)  0.134
H (-0.536, -1.919, -0.102)  0.155
H (2.304, 1.082, -0.515)  0.083
H (1.088, -1.433, -0.531)  0.163
H (4.174, -0.389, 0.481)  0.126

The HOMO-LUMO gap comes out at 9.1 eV. As for the spin multiplicity: 1. The calculation puts the total energy at -10861.005 eV. The net charge is +1. As for the relative energy (zero: lowest compared OMol25 entry of this formula, charge and spin): 5.896 eV. The LUMO energy is -5.39 eV.